Below is 3 unconnected molecules or ions with the total composition C33H60F9N2O9S2 in a non-equilibrium geometry, with properties calculated with ωB97M-V with the def2-TZVPD basis set.

The geometry in XYZ format:
```
115
Properties=species:S:1:pos:R:3:forces:R:3:mulliken_charge:R:1
H -6.05660 -0.70205 -0.68899 0.33 -1.41 -0.57 0.135
H 0.64745 6.49279 -1.46784 0.16 0.07 -0.06 0.426
O 3.18878 -2.89275 -3.15234 0.42 -0.32 0.10 -0.460
O 4.50940 -3.13802 -1.05293 0.02 0.70 -0.74 -0.288
C -1.97637 -3.36784 0.11101 -0.27 -2.88 0.09 0.362
H -3.83107 -1.95108 1.99400 0.66 1.80 -0.95 0.301
C 5.04939 -1.15178 -2.54972 -0.04 0.02 0.16 -0.934
H -1.38847 -7.41970 -5.24571 0.41 1.75 -0.92 0.198
C 0.43919 -1.03240 4.68687 0.79 0.10 0.84 -0.025
H 2.78298 0.06419 5.63216 -1.09 -0.35 1.53 0.309
C -2.51926 0.77986 -1.56610 -0.33 -0.54 0.09 -0.760
H -4.34075 -0.21774 2.26523 1.61 -0.74 -1.20 0.341
C 1.40196 6.80378 -0.74450 0.10 0.05 0.13 -0.897
C -2.13114 2.72361 1.43358 -0.79 2.61 2.11 0.627
C -3.45744 -0.85979 1.87660 -0.75 -0.79 3.32 -0.376
H 0.59777 -2.89321 -3.08801 -1.55 0.21 -1.14 -0.126
H 5.98441 -1.09743 -1.99255 -0.09 -0.07 -0.06 0.340
H 1.47719 -1.51872 4.50476 -1.86 0.61 0.09 0.433
H -2.80487 1.70059 -2.20707 0.29 -1.75 1.10 0.417
C -1.55349 -2.19904 3.27436 1.31 0.43 -0.04 -0.352
H 2.90063 -4.46094 -1.05451 0.10 0.14 -0.10 0.187
C -3.31870 0.80932 -0.13251 -1.77 1.25 -2.15 -0.382
C -1.16843 -4.09753 -5.93638 1.04 0.53 -1.00 -0.611
C 0.49225 3.37041 1.44204 2.74 -0.19 -0.46 0.368
H -2.11502 -3.48194 -6.19997 1.30 -1.16 0.64 0.193
H -2.93962 -2.44194 -3.38424 0.89 1.44 0.07 0.393
F 0.44731 4.75971 1.21056 -0.33 -3.85 1.33 -0.185
H 1.50332 1.65268 7.95012 1.19 -0.64 -0.81 0.402
H 1.02562 7.63569 -0.14926 0.07 -0.05 -0.08 0.380
H -0.06210 -0.72974 6.94241 0.97 0.49 -1.16 0.352
H -6.03994 -1.04541 -3.22751 -0.46 -1.46 0.92 0.252
C -0.72049 2.55574 0.70478 1.60 0.92 -0.51 0.725
F 0.66210 3.00131 2.79513 -0.87 1.43 -3.45 -0.174
H -4.16736 -0.26163 -2.48809 1.17 -1.27 1.47 0.133
H 1.78382 3.30598 6.58016 1.55 -0.22 0.33 0.247
H -7.40030 -2.21317 -2.77073 1.64 0.32 0.36 0.354
N -2.00818 -4.44477 0.66059 0.23 5.60 -2.56 -0.526
C -1.18015 -6.49562 -5.91195 0.00 -1.11 -0.15 -0.714
H -2.62979 -0.32903 3.90323 0.60 -0.55 -1.44 0.436
S 2.82878 7.34263 -1.64539 0.01 0.31 0.55 1.177
H -0.70279 -4.47632 -6.92568 -0.85 0.93 1.34 0.449
H -1.37839 -0.06846 2.57961 -1.31 -0.86 0.37 -0.382
C -4.50472 -2.45364 -0.64714 -0.62 -0.29 -0.11 -0.637
H -0.18098 -3.17144 4.78014 -1.05 1.57 -0.13 0.323
C -0.93199 -1.25829 -3.51641 -0.16 -2.48 -0.38 -0.360
F -2.11769 2.32145 2.81982 0.29 0.33 -3.74 -0.215
H -0.74563 -2.40830 2.46622 -1.42 0.11 1.18 0.107
O -1.46486 -5.29087 -5.15556 0.37 0.31 -1.19 -0.281
H 3.30562 4.07853 7.40016 -0.78 -1.36 -0.95 0.237
H -1.83878 -6.62158 -6.84403 0.75 0.46 1.29 0.295
H 2.92001 0.61802 8.51845 -0.88 0.86 -1.44 0.284
C 4.76103 -5.55152 -0.82881 0.14 -0.10 -0.29 -1.056
H 3.34708 3.54993 5.63681 -0.61 -0.43 1.50 0.213
C -0.38375 -2.79552 -3.70002 0.97 0.25 0.46 -0.146
H 4.87325 -5.75341 -1.89637 -0.03 0.01 0.10 0.304
C 5.28085 9.46646 -1.25842 -0.16 0.10 -0.29 -1.000
H -4.30405 -3.26122 -1.45701 -0.02 1.44 1.37 0.480
H -1.38060 0.71872 -1.54187 -1.58 0.17 0.48 0.265
H 4.32639 -6.43847 -0.36231 -0.01 0.12 0.04 0.392
H -2.30659 -3.05840 3.24641 0.98 1.27 0.16 0.348
F -0.79781 3.17125 -0.59709 -0.07 -2.17 3.10 -0.306
H 5.53446 8.17383 0.42856 -0.36 -0.16 0.01 0.270
N -2.99895 -0.50835 0.49491 1.03 -0.39 -0.22 0.874
H 6.34003 9.73185 -1.28654 -0.06 -0.07 0.09 0.386
H -0.67405 -0.72389 -4.50079 -0.36 -0.40 1.85 0.484
H -0.08998 -6.53077 -6.26677 -1.41 0.12 0.62 0.308
H 1.68147 5.96566 -0.11009 0.11 0.19 -0.16 0.179
H -1.10567 -3.55957 -3.20866 1.09 1.26 -1.06 0.263
H -6.72544 -2.39504 -0.47656 1.47 1.11 -0.72 0.411
H -4.40875 0.67670 -0.52002 1.66 0.41 1.00 -0.112
O 3.46005 1.96378 7.01574 -2.39 0.56 0.34 -0.388
F -4.50604 2.21480 1.63544 2.65 -0.70 -2.21 -0.303
F -2.33439 4.15710 1.51543 0.76 -3.36 -0.32 -0.293
C 5.07964 8.13238 -0.56440 1.01 0.42 -0.24 -0.335
O 3.69485 7.84127 -0.37340 -0.92 -0.53 -0.35 -0.256
O 3.46985 6.19224 -2.22730 -0.14 0.63 0.01 -0.636
H -5.66622 -2.84238 -3.09410 -1.09 1.25 0.94 0.205
H -0.37657 -0.84898 -2.60737 -0.99 -0.18 -1.35 0.102
H 5.57256 7.32309 -1.11117 -0.21 -0.02 0.00 0.326
C 2.12203 -0.12259 6.56477 -0.16 -0.05 0.09 -0.436
C -3.23872 -1.48855 -0.66188 -0.72 -1.33 -2.94 -0.235
C -6.28887 -1.99256 -2.61644 0.54 0.68 -0.19 -0.888
O 2.46044 8.48832 -2.43380 0.32 -0.72 0.11 -0.598
C -2.20765 -0.77342 2.93280 -0.53 -0.18 0.50 -0.044
C -3.15759 -0.65033 -2.06835 -0.56 2.35 -0.29 0.325
H 0.16782 -2.20644 -5.82590 -0.34 -1.43 0.65 0.409
H 0.33136 -0.22065 3.87960 -0.02 -1.29 1.12 -0.147
F -0.24132 1.20476 0.64251 -1.74 2.83 -0.13 -0.270
H 2.46140 -1.10395 7.07433 -0.49 1.50 -1.01 0.240
C -5.91625 -1.78096 -1.03749 -1.00 -1.20 -0.43 -0.503
C 0.58410 -0.26407 6.12294 0.18 1.01 -0.77 -0.598
H -4.67751 -3.04198 0.32039 0.74 1.02 -1.21 0.536
C 3.88459 -4.33592 -0.59213 -0.24 -0.99 0.28 -0.164
C -0.71592 -2.15050 4.67498 0.33 -0.49 -0.63 -0.984
F 1.67989 2.90688 0.76773 -2.95 1.24 1.67 -0.267
C -2.52895 -1.37135 -3.35446 -0.06 1.06 -0.17 -1.203
F -3.77924 3.17453 -0.29176 1.00 -2.68 1.98 -0.306
H 5.20138 -0.79171 -3.56770 -0.04 -0.17 0.04 0.375
H 4.91457 9.43378 -2.28694 0.06 0.00 0.08 0.302
O 5.60044 -3.60715 -3.23906 -0.84 0.20 0.09 -0.594
O -1.97941 -2.23257 -0.72800 -0.56 -2.81 2.79 -0.404
H 0.92033 -3.81438 -5.20538 -1.49 1.24 -0.18 0.198
H 4.72862 10.25686 -0.74393 0.11 -0.09 0.03 0.268
C 2.92419 3.26564 6.67093 0.73 1.06 -0.86 -0.562
H 4.26828 -0.57213 -2.05884 0.07 -0.09 -0.03 0.279
C -0.03771 -3.16166 -5.23301 -0.24 -1.47 0.82 -0.589
C -3.41852 2.16318 0.68187 -1.41 1.69 0.02 0.668
H 3.72272 -4.21572 0.48224 0.10 0.33 -0.16 0.302
C 2.42740 1.09068 7.57980 1.05 -1.32 0.85 -0.578
H -1.95855 -0.61812 0.58458 -0.74 0.61 -0.21 0.634
H -2.98657 -0.84076 -4.28006 0.51 -0.83 1.68 0.481
H 5.76302 -5.39013 -0.42362 -0.14 -0.01 0.05 0.272
H -1.39569 -2.04486 5.58803 0.75 0.01 -1.39 0.401
H 0.19440 0.81667 5.95423 0.46 -1.72 0.42 0.171
S 4.53622 -2.84451 -2.64412 0.53 0.24 0.52 1.030
```
Forces are in eV/Å.

Calculated values
* charge: +1
* LUMO energy: -2.73 eV
* molar mass: 863.964 Da
* E_tot: -102712.0075 eV
* orbital gap: 8.490 eV


Below is 9 unconnected molecules or ions with the total composition C33H60O21S3 in a non-equilibrium geometry, with properties calculated with ωB97M-V with the def2-TZVPD basis set.

The geometry in XYZ format:
```
117
Properties=species:S:1:pos:R:3:forces:R:3:mulliken_spin:R:1
H 3.26202 -0.81172 5.98830 -0.10 -0.09 0.09 0.001
O 3.86644 5.13473 -0.03736 2.28 -2.37 -2.04 0.002
H -5.30746 -0.78397 2.82654 -0.56 -0.40 0.11 0.000
O 1.56664 -3.32939 -1.56305 -0.39 -1.04 0.13 0.000
H 0.97004 -7.58792 -0.03377 0.51 0.35 -0.15 0.000
C -0.65562 -0.80942 -3.26222 1.95 -1.24 -0.34 0.000
C 2.80596 3.16244 2.51100 -1.09 0.82 -0.91 0.010
O 1.31660 -5.81431 -1.10740 -0.83 2.37 0.34 0.000
H -0.22662 -0.04221 -3.90677 -0.27 0.32 0.17 0.000
C 0.31245 -7.70871 -2.08263 -0.11 -1.44 -1.97 0.000
H 0.58842 0.26846 4.94992 0.15 0.13 -0.09 0.000
H -6.18763 -0.12298 -2.35384 0.13 -0.46 0.39 0.000
C 0.50371 -6.99118 -0.81769 -0.59 0.51 0.27 0.000
C -2.81150 -1.42165 -3.89121 -1.62 0.35 -2.33 0.000
O 2.94255 -0.97029 3.97567 0.25 0.22 -0.62 0.001
H 0.02957 -1.94015 4.21936 -0.19 -0.23 0.46 0.000
O -7.18056 1.62040 4.75908 0.98 -0.54 -0.11 0.000
H 4.90636 3.84160 2.20964 -0.10 0.26 -0.20 -0.011
C 3.83012 3.37801 -1.70771 0.46 -0.60 -1.77 0.000
H 2.14294 -0.27150 1.19749 0.19 -0.15 0.28 0.000
H 2.10106 3.73738 1.91046 0.23 0.01 -0.35 0.014
C -6.17923 -0.13141 2.87442 -0.40 1.01 1.75 0.000
C 4.44809 4.38243 -0.85294 0.65 2.59 2.36 0.000
C -6.56902 0.46170 -1.51672 -0.78 0.32 -1.61 0.000
H 3.76907 0.30203 -4.77342 0.21 -0.36 -0.16 0.000
O -1.30586 0.00782 0.88291 0.41 -1.20 0.20 0.000
H 5.27433 1.78943 -2.06240 0.10 -0.02 0.16 0.000
H 1.07158 -1.20587 0.21872 -0.17 0.11 -0.61 0.000
C -3.62021 0.20187 4.90285 0.28 -1.04 -0.33 0.000
C 2.01982 0.86385 -5.95482 1.27 -0.48 0.48 0.000
H -7.74094 2.30136 -1.63803 -0.21 -0.04 -0.56 0.000
H 3.39772 -1.24412 -0.65688 -0.20 -0.23 -0.28 0.000
O -6.35319 -0.59810 5.61689 0.21 1.86 -1.80 0.000
H 4.80089 2.54896 -3.52698 0.09 0.29 -0.04 0.000
O -4.69777 1.11119 4.69055 -1.52 0.25 0.36 0.000
H -5.87895 3.60757 -1.05417 -0.20 -0.12 0.31 0.000
O -5.58427 0.57170 -0.49888 -0.33 -1.60 0.35 0.000
C -1.64179 -0.32801 -2.27123 -1.58 0.83 0.22 0.000
C 0.95078 -1.85807 4.79618 -0.40 0.32 -0.12 0.001
H 1.60760 3.80315 4.17434 -0.58 -0.26 -0.09 -0.003
O -0.65269 -4.41197 -2.03121 1.93 -0.10 1.10 0.000
H 0.91459 -0.52351 6.49226 0.06 0.19 -0.02 0.000
H -3.04684 -0.54836 2.85925 -0.64 0.23 0.03 0.000
O 5.83773 4.42871 -1.09853 -1.56 0.45 1.28 0.001
C 4.03412 4.05820 2.82639 0.53 -0.88 -0.17 0.108
H -0.64974 -7.51898 -2.55831 -0.08 0.13 0.20 0.000
H 2.67604 -2.29228 -4.87341 -0.23 0.05 -0.28 0.000
C 1.01904 -0.08620 -6.49847 -2.96 1.51 -1.26 0.000
H 0.40082 -8.78953 -1.97255 -0.06 -0.05 0.12 0.000
H -1.30168 -1.98048 -5.16413 0.60 0.35 0.19 0.000
H -4.95661 2.87928 -2.24732 0.58 -0.34 0.19 0.000
H 3.21680 -1.65749 -6.51007 0.93 -0.17 0.61 0.000
H -1.28596 -2.82860 -3.61178 -0.03 -0.17 -0.13 0.000
O 0.03247 1.32128 2.53488 0.43 -0.81 -2.20 0.003
O -2.87911 -0.42587 -2.95658 -1.88 -0.31 -1.04 0.000
H 3.18057 2.68267 -1.17604 0.26 -0.05 0.08 0.001
C 2.76798 -0.06545 -4.99892 0.84 0.27 0.63 0.000
H 2.39261 -0.34658 -1.83454 0.31 0.05 -0.05 0.000
C -2.70006 0.07626 3.68246 0.02 -0.30 0.07 0.000
C -6.83213 1.90561 -2.09142 0.20 -0.59 1.79 0.000
C 2.64065 -0.33946 5.22740 0.61 0.72 0.75 -0.001
H -3.03372 0.47302 5.78069 -0.14 0.68 -0.03 0.000
S -6.26423 0.51981 4.66274 1.40 -1.59 -0.53 0.000
C 2.16348 2.91987 3.85985 -1.83 0.43 -2.23 0.019
C 2.05151 -1.97226 3.76916 0.09 -2.76 -1.79 0.000
O 0.97625 0.88456 0.04161 -2.90 1.19 1.79 0.000
C 1.18956 -0.49881 5.43780 -1.63 -0.84 0.27 0.001
H -0.23237 3.24560 0.76402 -0.27 0.43 -0.37 0.000
C -1.41722 -1.85665 -4.08736 0.46 -0.39 1.06 0.000
H 3.58869 0.45203 -0.71938 -0.44 0.41 0.04 0.000
H 7.14698 3.16618 -2.23569 -0.03 0.18 0.76 0.000
H -1.01247 2.42833 -0.66229 0.04 0.01 0.21 0.000
H 3.17494 3.92874 -2.38265 -0.12 0.03 -0.12 0.000
O 3.21856 2.80788 4.69625 6.28 1.26 2.12 0.086
H -5.99362 0.68613 2.17778 -0.10 0.25 0.40 0.000
H 1.62369 1.74537 -5.45071 -0.29 -0.18 -0.30 0.000
H 3.08796 2.27716 1.94105 0.04 -0.11 0.33 0.006
H -4.01822 -0.77126 5.19043 -0.14 -0.14 -0.20 0.000
H -0.14049 -3.01717 0.77581 0.02 -0.20 -0.16 0.000
C -5.06059 1.75675 -0.43079 2.04 0.97 1.41 0.000
C 6.19560 3.69589 -2.28461 -0.15 0.79 -0.39 0.000
H 6.32840 4.44275 -3.06734 -0.23 -0.02 -0.17 0.000
C 2.63775 -1.48350 -5.60313 -0.51 1.90 -0.74 0.000
H -7.43250 -0.01558 -1.05334 0.01 0.08 -0.27 0.000
H -2.39072 1.03047 3.25598 -0.16 0.01 0.28 0.000
O -4.19564 2.03104 0.39507 -0.86 -0.15 -0.91 0.000
H -6.77781 2.01262 -3.17479 -0.45 -0.39 0.22 0.000
O 2.14027 -2.83446 2.87203 0.05 3.08 2.51 0.000
C 2.83649 -0.32766 -0.83919 -0.92 -0.83 0.82 0.000
H 0.15329 -1.24417 -2.67506 0.44 -0.22 -0.38 0.000
S 0.56642 -4.31386 -1.22141 -1.26 -1.01 1.08 0.000
H 1.04249 -7.42883 -2.84213 0.24 0.03 0.23 0.000
H -0.50410 -6.77737 -0.46174 0.15 0.73 0.37 0.000
H -0.83166 -4.70554 0.69129 -0.20 0.37 -0.10 0.000
O -0.00164 0.22763 -7.10231 1.67 -0.86 0.95 0.000
H -1.80753 -0.47510 3.97830 0.26 0.23 0.32 0.000
C 5.05019 2.76730 -2.48858 -1.82 -1.42 0.03 0.000
C -5.65661 2.61809 -1.45368 0.04 2.27 -1.33 0.000
H 1.62877 1.97655 3.97088 -0.38 0.35 -0.33 0.004
C -0.98015 2.52987 0.42248 0.86 -0.16 0.48 0.000
H 1.01174 -2.56456 5.62399 0.01 -0.66 -0.62 0.000
H -1.96989 2.73067 0.83260 0.02 -0.16 0.04 0.000
H -1.50858 0.72323 -2.01581 0.02 -0.04 0.16 0.000
S -0.35410 1.02783 1.14145 0.23 2.01 -0.65 -0.001
O 1.33056 -1.33651 -6.20433 -0.84 -1.60 0.16 0.000
H 2.23753 -0.04526 -4.04692 -0.08 -0.24 0.08 0.000
C 4.32505 3.47477 4.19323 -2.29 -1.94 2.00 -0.027
H -7.18336 -0.52957 2.72863 0.38 -0.51 -0.22 0.000
C 0.04618 -4.07103 0.56928 0.44 -1.05 -1.30 0.000
C 1.68147 -0.30250 0.21048 2.64 -0.73 0.27 0.000
H -1.88046 -0.89274 -1.36999 1.23 -0.20 0.21 0.000
O -3.71075 -1.75020 -4.65018 0.58 0.76 2.08 0.000
O 5.38663 3.43369 4.80904 -0.60 0.42 -0.57 0.790
H 2.67021 1.18059 -6.77014 -0.01 0.14 -0.10 0.000
H 3.89742 5.13863 2.87212 -0.16 0.00 0.15 -0.006
H 0.81991 -4.51739 1.19393 0.22 0.49 -0.10 0.000
H 2.79764 0.73659 5.30209 0.98 -0.24 -0.78 0.002
```
Forces are in eV/Å.

Calculated values
* 2S+1: 2
* charge: +1
* LUMO energy (spin up / spin down): -4.51 / -9.47 eV
* molar mass: 889.023 Da
* E_tot: -110684.3000 eV
* orbital gap (spin up / spin down): 6.760 / 1.792 eV